1.
Below is a molecular structure, C4H6AlF33O2P5, with properties calculated with ωB97M-V with the def2-TZVPD basis set.

## Properties
HOMO-LUMO gap, eV: 1.83
Net charge: -3
Highest occupied orbital energy, eV: -4.996
Maximum force, eV/Å: 6.0
Energy, a.u.: -5552.07792
Molecular weight, Da: 894.88
ΔE to the lowest compared entry with this formula, charge and spin, kcal per mole: 122.4

CARTESIAN COORDINATES (ANGSTROEM)
F  10.77  -8.32  -7.37
F  9.59  -6.95  -8.59
F  9.54  -1.82  -6.58
H  13.32  -8.34  -2.30
F  15.50  0.73  -6.97
F  15.77  2.46  -5.49
C  16.29  -7.18  -4.77
F  12.74  -2.49  -2.12
F  10.98  -3.64  -2.88
F  17.96  -7.44  -2.96
F  14.14  -2.87  -10.96
F  11.31  -1.38  -3.12
P  9.39  -0.40  -7.36
F  8.02  -0.95  -8.12
F  17.59  1.61  -6.32
O  16.31  -5.78  -5.01
F  10.80  -0.04  -6.64
F  12.67  -6.91  -7.59
H  12.50  -9.45  -3.30
F  15.15  -4.58  -9.85
H  16.15  -7.69  -5.73
F  10.65  -6.07  -6.80
F  17.17  1.05  -4.17
F  11.45  -1.03  -0.90
F  8.43  0.14  -6.14
H  12.50  -7.90  -3.91
F  15.13  0.31  -4.78
F  11.45  -5.54  -8.80
P  11.17  -2.34  -1.90
P  11.13  -6.98  -8.13
F  16.31  -2.07  -11.60
F  17.25  -9.22  -3.89
F  18.49  -8.00  -4.92
F  16.85  -0.57  -5.83
P  15.76  -3.30  -10.70
C  14.49  -8.78  -4.10
F  11.60  -7.77  -9.46
C  13.15  -8.58  -3.35
F  11.23  -3.39  -0.59
H  15.11  -9.47  -3.52
F  9.32  1.12  -8.02
C  17.48  -7.93  -4.13
F  15.75  -2.33  -9.42
Al  13.35  -3.06  -6.19
F  15.89  -4.17  -12.10
P  16.31  0.95  -5.57
F  10.29  -1.12  -8.55
O  15.04  -7.43  -4.14
F  9.59  -1.96  -1.82
F  17.28  -3.83  -10.44
H  14.30  -9.17  -5.10



2.
Below is a molecular structure, C4H6B4BeF16N2, with properties calculated with ωB97M-V with the def2-TZVPD basis set.

## Properties
HOMO-LUMO gap, eV: 2.52
Net charge: -2
Highest occupied orbital energy, eV: -6.941
Maximum force, eV/Å: 4.5
Energy, a.u.: -1978.14932
Molecular weight, Da: 438.33
ΔE to the lowest compared entry with this formula, charge and spin, kcal per mole: 224.1

CARTESIAN COORDINATES (ANGSTROEM)
F  -3.44  3.88  2.53
F  3.61  0.22  2.43
N  -1.60  -0.17  5.53
F  -0.09  -5.16  -1.92
F  5.07  1.30  3.83
F  0.62  -4.52  0.09
H  -0.86  0.80  8.44
F  4.82  1.86  1.64
B  4.82  0.85  2.52
H  -2.59  1.31  8.02
H  -1.59  -2.20  -7.91
F  3.91  1.82  -3.62
F  2.49  0.40  -4.70
H  -3.16  -1.43  -8.27
F  -2.57  4.90  0.86
F  -3.04  2.77  0.65
N  -2.44  -1.22  -5.13
F  5.82  -0.04  2.11
C  -1.58  0.43  6.52
B  2.79  1.08  -3.53
Be  -0.19  -0.40  -0.06
H  -1.22  2.27  7.55
C  -2.38  -1.29  -6.30
C  -2.22  -1.33  -7.72
B  -2.58  3.70  1.52
F  -1.51  -4.34  -0.39
F  -0.64  -6.40  -0.10
C  -1.54  1.24  7.72
F  -1.33  3.37  1.96
H  -1.71  -0.39  -7.93
F  1.68  1.78  -3.13
F  3.11  0.07  -2.62
B  -0.42  -5.17  -0.58



3.
Below is a gas-phase ion, C4H6BCl2N2O2 (charge +1), with properties calculated with ωB97M-V with the def2-TZVPD basis set.

## Properties
HOMO-LUMO gap (spin up / spin down), eV: 6.48 / 5.71
Multiplicity: 3
Net charge: +1
Highest occupied orbital energy (spin up / spin down), eV: -11.483 / -14.304
Maximum force, eV/Å: 4.4
Energy, a.u.: -1360.88858
Molecular weight, Da: 195.82
ΔE to the lowest compared entry with this formula, charge and spin, kcal per mole: 68.2
Expectation value of S²: 2.013

CARTESIAN COORDINATES (ANGSTROEM)
C  -1.26  0.25  0.18
Cl  -1.48  4.05  0.94
N  0.29  2.43  1.77
B  -0.98  -1.02  -0.98
H  1.01  -0.71  2.10
H  -2.11  -1.72  -2.53
Cl  -2.43  0.09  1.33
C  -0.51  2.61  0.80
O  -1.99  -1.19  -1.74
O  0.24  -1.48  -1.12
H  -0.11  1.50  -1.09
H  -1.62  2.02  -0.87
H  0.37  -2.18  -1.68
C  1.05  1.30  1.93
H  1.96  1.30  2.53
C  -0.87  1.63  -0.25
N  0.59  0.16  1.70



4.
Below is a molecular structure, C4H6BO11Rb, with properties calculated with ωB97M-V with the def2-TZVPD basis set.

## Properties
HOMO-LUMO gap, eV: 8.53
Net charge: 0
Highest occupied orbital energy, eV: -9.446
Maximum force, eV/Å: 7.1
Energy, a.u.: -1032.84814
Molecular weight, Da: 326.36
ΔE to the lowest compared entry with this formula, charge and spin, kcal per mole: 0.0

CARTESIAN COORDINATES (ANGSTROEM)
C  -0.38  -0.94  -1.05
O  5.26  -0.38  0.91
O  0.66  1.17  -1.50
O  -5.63  -0.10  -0.73
H  1.05  0.91  1.62
C  -4.07  -0.08  0.97
H  2.41  1.08  -1.31
O  -1.28  1.03  -0.60
H  3.93  1.20  -1.19
H  4.80  0.42  0.83
H  5.37  -0.65  0.01
B  -2.25  -0.06  -0.33
O  -4.79  -0.20  1.94
C  -0.30  0.50  -1.16
C  -4.48  -0.01  -0.39
Rb  2.64  -1.68  0.64
O  -1.51  -1.28  -0.60
O  3.19  0.57  -1.05
O  0.61  -1.69  -1.07
O  -2.84  -0.02  1.03
O  -3.48  0.10  -1.16
O  0.85  0.00  1.74
H  0.23  0.11  2.46



5.
Below is a molecular structure, C4H6BaLiO2, with properties calculated with ωB97M-V with the def2-TZVPD basis set.

## Properties
HOMO-LUMO gap (spin up / spin down), eV: 4.78 / 7.78
Multiplicity: 2
Net charge: +2
Highest occupied orbital energy (spin up / spin down), eV: -11.508 / -14.596
Maximum force, eV/Å: 3.6
Energy, a.u.: -338.69035
Molecular weight, Da: 230.36
ΔE to the lowest compared entry with this formula, charge and spin, kcal per mole: 132.3
Expectation value of S²: 0.750

CARTESIAN COORDINATES (ANGSTROEM)
H  -1.90  -0.48  -1.65
Li  2.82  -1.67  0.72
H  0.22  -1.04  1.29
C  -1.39  0.22  0.53
C  1.01  0.25  -0.27
Ba  4.55  1.23  -1.56
H  -2.66  -0.09  0.17
O  2.23  -0.05  -0.18
H  -1.45  -1.70  -0.63
O  -1.60  1.46  0.97
H  -1.05  1.76  1.70
H  0.73  1.10  -0.91
C  -1.50  -0.61  -0.65
C  -0.02  -0.38  0.45



6.
Below is a molecular structure, C4H6BeO3, with properties calculated with ωB97M-V with the def2-TZVPD basis set.

## Properties
HOMO-LUMO gap, eV: 8.98
Net charge: +2
Highest occupied orbital energy, eV: -19.079
Maximum force, eV/Å: 5.2
Energy, a.u.: -395.63372
Molecular weight, Da: 111.10
ΔE to the lowest compared entry with this formula, charge and spin, kcal per mole: 64.1

CARTESIAN COORDINATES (ANGSTROEM)
H  0.84  -0.34  -1.13
O  2.83  0.94  -3.24
O  -1.56  -1.26  1.54
C  -0.62  -1.43  0.51
Be  -1.82  -2.48  0.76
O  0.09  -0.50  0.20
H  -1.84  0.79  1.70
H  -2.40  -0.22  3.07
H  2.45  1.36  -4.04
H  1.02  1.66  -0.86
C  -1.61  -0.07  2.34
H  -0.65  0.08  2.83
C  2.09  0.82  -2.28
C  1.18  0.66  -1.39



7.
Below is a molecular structure, C4H6BiO3, with properties calculated with ωB97M-V with the def2-TZVPD basis set.

## Properties
HOMO-LUMO gap (spin up / spin down), eV: 2.59 / 2.58
Multiplicity: 2
Net charge: 0
Highest occupied orbital energy (spin up / spin down), eV: -6.046 / -5.870
Maximum force, eV/Å: 1.4
Energy, a.u.: -595.94064
Molecular weight, Da: 311.07
ΔE to the lowest compared entry with this formula, charge and spin, kcal per mole: 114.0
Expectation value of S²: 0.754

CARTESIAN COORDINATES (ANGSTROEM)
O  -0.81  1.95  1.88
O  -1.47  1.58  3.08
C  0.39  -0.15  1.98
C  0.40  -0.57  -1.65
H  0.08  -0.58  -4.13
H  -0.04  -0.42  2.95
Bi  -3.37  1.01  2.56
O  0.67  -1.31  -3.91
H  1.52  -2.24  -2.31
C  0.12  1.06  1.49
C  0.86  -1.40  -2.56
H  1.26  -0.69  1.60
H  -0.23  0.32  -1.57
H  0.62  1.45  0.60



8.
Below is 2 unconnected molecules or ions with the total composition C4H6Br, with properties calculated with ωB97M-V with the def2-TZVPD basis set.

## Properties
HOMO-LUMO gap (spin up / spin down), eV: 10.66 / 5.71
Multiplicity: 2
Net charge: 0
Highest occupied orbital energy (spin up / spin down), eV: -9.399 / -9.387
Maximum force, eV/Å: 1.9
Energy, a.u.: -2729.90953
Molecular weight, Da: 134.00
Expectation value of S²: 0.752

CARTESIAN COORDINATES (ANGSTROEM)
H  -1.38  1.35  0.73
H  -1.41  1.36  -1.10
C  -0.90  -0.63  -0.17
H  -1.11  -1.07  0.80
H  1.33  -1.24  -0.20
H  1.28  1.68  -0.26
C  -0.98  0.97  -0.20
C  0.54  0.88  -0.24
Br  3.48  -1.77  1.95
C  0.57  -0.48  -0.27
H  -1.41  -1.04  -1.06



Question: Among the records above, which one has the lowest maximum force?
Answer: C4H6BiO3